Record 1
{"formula": "CH11O4S", "method": "ωB97M-V/def2-TZVPD", "multiplicity": 1, "total_charge": -1, "gap_ev": 6.33, "e_tot_ev": -20241.3451, "elements": ["C", "S", "H", "H", "H", "H", "H", "O", "H", "H", "O", "H", "H", "O", "H", "H", "O"], "coordinates": [[1.807, -1.506, 1.171], [0.287, -0.951, 0.319], [2.618, -2.009, 0.630], [1.580, -2.452, 1.761], [2.223, -0.779, 1.920], [-1.708, 0.953, -0.968], [-2.904, 0.943, -1.941], [-1.888, 1.050, -1.874], [-1.927, -0.239, 2.811], [-0.658, 0.328, 2.409], [-1.300, 0.516, 3.067], [-1.644, 3.293, -0.951], [-2.272, 2.701, 0.202], [-2.253, 3.544, -0.215], [2.649, -1.392, -2.053], [2.315, -2.077, -3.455], [3.075, -1.923, -2.832]], "forces_ev_per_angstrom": [[-0.098, -1.597, 1.888], [0.444, 0.113, -0.159], [0.120, 1.018, -0.870], [-0.318, 1.152, 0.019], [-0.240, -0.534, -0.859], [0.745, -0.684, 1.993], [2.593, 0.289, 0.206], [-3.124, 0.169, -2.275], [1.106, 1.611, 0.790], [1.750, -0.178, -1.501], [-2.787, -1.516, 0.518], [-0.708, 0.657, 0.478], [-0.329, -0.981, 1.174], [0.983, 0.459, -1.544], [0.857, -1.485, -2.034], [1.030, 0.314, 1.130], [-2.022, 1.193, 1.047]]}

---

Record 2
{"formula": "CH11O4S", "method": "ωB97M-V/def2-TZVPD", "multiplicity": 1, "total_charge": -1, "gap_ev": 6.84, "e_tot_ev": -20241.9240, "elements": ["C", "S", "H", "H", "H", "H", "H", "O", "H", "H", "O", "H", "H", "O", "H", "H", "O"], "coordinates": [[-1.753, -0.223, -0.026], [-0.245, 0.797, -0.397], [-1.432, -1.253, 0.347], [-2.463, 0.110, 0.759], [-2.274, -0.242, -1.019], [0.595, -2.937, -1.719], [0.269, -1.618, -1.124], [-0.162, -2.435, -1.448], [1.264, 0.307, 1.613], [2.744, -0.018, 1.143], [1.876, -0.479, 1.386], [-1.421, 2.348, 1.078], [-2.306, 2.038, 2.286], [-2.061, 2.711, 1.696], [2.378, -0.330, -1.101], [2.122, 0.888, -1.878], [2.871, 0.336, -1.597]], "forces_ev_per_angstrom": [[0.258, -1.001, -0.265], [-0.654, 0.243, 0.569], [-0.531, 1.166, -0.927], [0.500, 0.475, -0.501], [0.092, -0.579, 1.126], [0.498, -0.673, -0.333], [-0.685, 0.267, 0.067], [0.137, 0.438, 0.224], [0.978, -1.697, -1.133], [-1.864, -0.869, 0.468], [1.260, 2.193, 0.646], [0.483, -0.592, -0.489], [-0.283, -1.475, 0.968], [-0.131, 2.069, -0.550], [-0.010, -0.013, 0.269], [0.211, -0.024, 0.097], [-0.261, 0.073, -0.235]]}

---

Record 3
{"formula": "CH11O4S", "method": "ωB97M-V/def2-TZVPD", "multiplicity": 1, "total_charge": -1, "gap_ev": 7.47, "e_tot_ev": -20241.8406, "elements": ["C", "S", "H", "H", "H", "H", "H", "O", "H", "H", "O", "H", "H", "O", "H", "H", "O"], "coordinates": [[-0.999, 0.330, 1.684], [-0.258, 1.815, 0.895], [-0.483, -0.652, 1.435], [-2.211, 0.283, 1.534], [-0.794, 0.462, 2.829], [-1.204, 1.062, -0.749], [-2.115, 0.454, -1.877], [-1.190, 0.436, -1.592], [2.260, 0.896, -1.378], [1.604, 1.101, 0.073], [2.344, 0.684, -0.456], [-0.064, -2.202, 0.017], [-0.197, -2.695, 1.384], [-0.242, -3.097, 0.484], [0.049, -0.656, -1.467], [1.563, -1.362, -1.346], [0.553, -1.486, -1.546]], "forces_ev_per_angstrom": [[-1.176, -0.173, 1.989], [-0.473, -0.220, 0.093], [-0.912, 1.258, -0.091], [3.044, -0.170, 0.298], [-0.698, -0.398, -1.873], [0.859, -0.810, -1.171], [0.357, -0.306, -0.115], [-1.240, 1.487, 1.057], [-0.488, 0.419, -0.310], [0.041, -0.158, -0.690], [0.587, -0.332, 0.911], [-0.181, -2.169, -0.434], [-0.221, -1.115, -0.489], [0.397, 2.763, 0.925], [0.283, 0.323, -0.118], [-3.218, 0.305, -0.332], [3.041, -0.707, 0.351]]}

---

Record 4
{"formula": "CH12B2CsO", "method": "ωB97M-V/def2-TZVPD", "multiplicity": 1, "total_charge": -1, "gap_ev": 5.56, "e_tot_ev": -5175.1189, "elements": ["Cs", "B", "H", "H", "H", "H", "B", "H", "H", "H", "H", "C", "O", "H", "H", "H", "H"], "coordinates": [[-0.405, 0.886, 0.556], [0.085, -2.622, -0.216], [0.606, -2.661, 0.728], [-0.603, -1.791, -0.234], [0.835, -2.476, -0.978], [-0.517, -3.500, -0.396], [-1.932, -1.334, 2.381], [-2.447, -0.508, 2.845], [-0.874, -1.240, 2.571], [-2.222, -2.272, 2.829], [-2.139, -1.416, 1.325], [1.577, 3.501, -2.016], [1.049, 2.233, -1.590], [0.820, 4.248, -2.251], [2.227, 3.922, -1.249], [2.147, 3.364, -2.934], [1.792, 1.666, -1.371]], "forces_ev_per_angstrom": [[-0.590, -1.335, 0.612], [0.290, 0.123, -0.119], [1.901, -0.161, 3.890], [-2.659, 3.492, -0.134], [3.173, 0.491, -3.513], [-2.181, -3.587, -0.727], [-0.210, 0.142, 0.012], [-2.329, 3.616, 1.952], [4.432, 0.610, 0.559], [-1.339, -3.588, 1.908], [-0.792, 0.030, -4.101], [0.537, -0.415, -0.153], [-0.202, 1.072, -0.285], [-0.453, -0.503, 0.289], [0.071, 0.069, 0.031], [0.178, 0.044, -0.034], [0.171, -0.099, -0.188]]}

---

Record 5
{"formula": "CH12N2O3", "method": "ωB97M-V/def2-TZVPD", "multiplicity": 1, "smiles": "NCN.O.O.O", "gap_ev": 9.41, "e_tot_ev": -10354.1643, "elements": ["N", "C", "N", "H", "H", "H", "H", "H", "H", "H", "H", "O", "H", "H", "O", "H", "H", "O"], "coordinates": [[-0.956, -0.237, 0.864], [-0.751, -0.902, 2.112], [0.552, -1.566, 2.304], [-0.294, 0.486, 0.631], [-1.109, -0.790, 0.053], [-0.892, -0.171, 2.913], [-1.538, -1.629, 2.312], [0.615, -2.298, 1.597], [1.257, -0.868, 2.096], [0.241, 1.071, -3.096], [-0.695, -0.017, -3.512], [0.112, 0.124, -3.009], [-1.505, 2.246, -0.720], [-1.461, 3.751, -1.002], [-1.240, 2.909, -1.352], [1.915, -0.355, -0.538], [3.075, -0.849, -1.259], [2.674, -0.905, -0.393]], "forces_ev_per_angstrom": [[-0.676, 0.985, -0.262], [0.483, -0.209, 0.832], [-0.836, 0.171, -0.157], [0.224, 0.007, 0.280], [-0.015, -0.738, -0.431], [0.289, 0.079, -0.060], [-0.018, -0.113, -0.420], [0.334, 0.181, 0.148], [0.299, -0.274, -0.029], [0.115, 0.293, 0.151], [-0.078, -0.218, 0.001], [-0.048, -0.012, -0.006], [-0.236, -0.177, 0.390], [-0.347, 0.977, 0.589], [0.591, -0.918, -0.982], [-0.930, 0.388, 0.181], [0.502, -0.265, -0.290], [0.345, -0.156, 0.066]]}

---

Record 6
{"formula": "CH12N2O5", "method": "ωB97M-V/def2-TZVPD", "multiplicity": 2, "total_charge": 1, "gap_ev": [6.59, 7.26], "e_tot_ev": -14434.8039, "elements": ["N", "C", "N", "O", "H", "H", "H", "H", "H", "H", "O", "H", "H", "O", "H", "H", "O", "H", "H", "O"], "coordinates": [[-2.216, -1.663, 0.636], [-1.227, -0.620, 0.322], [-0.784, -0.712, -1.040], [-1.556, 0.600, 0.795], [-2.860, -1.230, 1.293], [-2.709, -1.846, -0.231], [-0.375, -0.909, 1.008], [-0.581, 0.194, -1.474], [2.259, -2.509, -0.411], [0.005, -1.397, -1.146], [1.516, -1.887, -0.252], [1.890, -0.889, 0.873], [2.775, 0.012, 1.887], [1.903, -0.140, 1.516], [0.774, 2.335, -1.273], [1.807, 1.353, -0.663], [1.637, 1.888, -1.449], [-1.073, 1.382, 0.415], [-0.562, 3.464, -0.197], [-0.621, 2.574, -0.607]], "forces_ev_per_angstrom": [[0.671, 1.497, -0.629], [-1.654, -0.460, -0.171], [1.423, 0.012, 1.141], [-0.698, 0.138, -0.171], [0.064, -0.372, 0.280], [-0.153, -0.311, 0.190], [0.818, -0.250, -0.284], [-0.046, -0.302, -0.133], [-0.113, 0.004, -0.097], [-1.117, 0.587, -0.287], [0.417, -1.088, -0.609], [0.671, 0.811, 1.114], [0.104, -0.217, -0.050], [-0.647, 0.190, -0.484], [0.658, -0.138, -0.521], [0.256, 0.074, 0.189], [-0.478, -0.159, 0.242], [0.138, -0.557, 0.143], [0.029, -0.028, -0.039], [-0.342, 0.569, 0.175]]}

---

Record 7
{"formula": "CH12NO4", "method": "ωB97M-V/def2-TZVPD", "multiplicity": 1, "total_charge": 1, "gap_ev": 8.71, "e_tot_ev": -10904.3795, "elements": ["C", "N", "H", "H", "H", "H", "H", "H", "O", "H", "H", "O", "H", "H", "O", "H", "H", "O"], "coordinates": [[1.438, 0.549, 0.978], [2.476, 1.274, 1.133], [0.900, 0.390, 1.903], [1.135, 0.513, -0.063], [3.016, 1.658, 0.364], [2.764, 1.699, 2.011], [-3.235, -2.610, -1.893], [-3.862, -2.520, -0.500], [-3.150, -2.167, -1.045], [2.496, 0.898, -2.718], [3.350, 0.127, -1.812], [2.597, 0.733, -1.771], [-2.943, 2.218, 1.290], [-3.677, 2.397, 2.625], [-3.680, 1.885, 1.811], [-0.673, -2.342, -0.780], [0.824, -2.728, -0.788], [0.226, -1.975, -0.745]], "forces_ev_per_angstrom": [[0.250, 2.158, -0.005], [0.655, 0.829, 0.340], [-0.405, -0.832, -0.329], [-0.333, -1.291, 0.080], [-0.245, -0.366, -0.665], [-0.104, -0.691, 0.322], [-0.128, -0.018, -0.072], [0.041, 0.039, -0.046], [0.271, -0.050, 0.102], [-0.468, 0.368, 0.111], [-0.039, -0.105, 0.358], [0.598, -0.217, -0.317], [-0.093, 0.098, 0.006], [-0.027, 0.038, -0.044], [0.108, -0.123, 0.038], [0.148, 0.160, 0.034], [-0.174, -0.045, -0.046], [-0.055, 0.046, 0.132]]}

---

- Which formula does entry 4 have?
  CH12B2CsO